1.
The following is a quantum chemistry calculation of C28H53O2PSe2Si2Ti as an isolated structure at a distorted geometry, from the Open Molecules 2025 dataset.

Calculated values
Relative energy (zero: lowest compared OMol25 entry of this formula, charge and spin) ... 0.00 kJ/mol
Net charge ... 0
LUMO (alpha / beta) ... 0.18 / 0.05 eV
E_HOMO (alpha / beta) ... -0.194 / -0.273 hartree
Multiplicity ... 3

Geometry as XYZ:
```
89
C28H53O2PSe2Si2Ti, DFT wB97M-V/def2-TZVPD
O -1.170 -1.650 -1.942
O 0.889 1.473 -5.532
C -0.149 -2.616 -2.308
C -0.677 -4.038 -2.474
H 0.632 -2.582 -1.530
H 0.327 -2.267 -3.238
H -1.054 -4.485 -1.541
H 0.160 -4.653 -2.853
H -1.518 -4.131 -3.176
C -1.730 -0.853 -3.017
C -1.359 -1.163 -4.454
H -1.483 0.212 -2.852
H -2.820 -0.937 -2.911
H -0.443 -0.679 -4.806
H -2.152 -0.753 -5.088
H -1.302 -2.224 -4.675
C 0.541 2.592 -4.729
C 2.304 1.251 -5.529
C -0.897 2.997 -4.999
H 1.179 3.480 -4.914
H 0.706 2.322 -3.670
H -1.051 3.170 -6.070
H -1.134 3.926 -4.467
H -1.584 2.202 -4.690
C 2.739 0.740 -6.893
H 2.508 0.510 -4.732
H 2.903 2.160 -5.288
H 2.134 -0.111 -7.216
H 3.788 0.435 -6.882
H 2.604 1.535 -7.633
H 1.356 -0.045 -0.065
Ti -0.753 -0.610 0.715
C 1.285 0.606 -0.961
Si 3.166 0.887 -0.722
H 0.852 0.087 -1.830
H 0.654 1.486 -0.745
C 3.928 -0.535 -1.676
C 3.549 0.535 1.102
C 3.398 2.713 -1.094
C -2.328 -1.720 0.849
Si -3.559 -0.370 0.441
H -2.495 -2.271 1.793
H -2.069 -2.438 0.049
C -4.752 -1.140 -0.772
C -2.882 1.227 -0.339
C -4.450 0.110 2.023
H 2.860 2.998 -2.009
H 4.431 3.054 -1.231
H 3.001 3.329 -0.271
H 3.500 -1.472 -1.277
H 5.020 -0.606 -1.598
H 3.703 -0.472 -2.748
H 3.160 -0.468 1.379
H 3.122 1.284 1.787
H 4.642 0.555 1.258
H -3.610 1.472 -1.130
H -1.892 1.192 -0.833
H -2.884 2.060 0.381
H -5.516 0.200 1.778
H -4.098 1.070 2.422
H -4.336 -0.656 2.800
H -5.770 -0.947 -0.415
H -4.580 -2.221 -0.821
H -4.640 -0.713 -1.773
Se -1.050 1.160 2.426
P 0.146 -0.226 3.702
Se 0.822 -1.852 2.056
C 1.321 0.797 4.653
C 1.491 0.590 6.040
C 2.321 1.442 6.774
C 2.979 2.504 6.142
C 2.780 2.736 4.773
C 1.922 1.918 4.040
C -0.841 -1.157 4.889
C -2.207 -0.892 5.074
C -2.942 -1.724 5.919
C -2.313 -2.770 6.603
C -0.947 -3.020 6.424
C -0.206 -2.228 5.548
H 0.972 -0.229 6.542
H 2.436 1.279 7.848
H 3.616 3.172 6.723
H 3.288 3.568 4.281
H 1.694 2.149 2.995
H -2.678 -0.055 4.548
H -4.011 -1.544 6.039
H -2.890 -3.389 7.288
H -0.456 -3.829 6.959
H 0.849 -2.443 5.356
```

Results of the Löwdin charge analysis, in e, for atoms 1 through 6: -0.231, -0.173, -0.258, -0.066, 0.107, 0.105

2.
The following is a quantum chemistry calculation of a 8-piece molecular cluster, C28H54BrFO24S overall at a distorted geometry, from the Open Molecules 2025 dataset.

Calculated values
Net charge ... 0
LUMO ... 0.28 eV
E_HOMO ... -0.386 hartree
SMILES ... O=S1(=O)CC[C@H](CCCBr)[C@H](F)O1.COC(=O)OC.COC(=O)OC.COC(=O)OC.COC(=O)OC.COC(=O)OC.COC(=O)OC.COC(=O)OC
Multiplicity ... 1

Geometry as XYZ:
```
109
C28H54BrFO24S, DFT wB97M-V/def2-TZVPD
O 4.468 -1.478 -0.493
S 5.733 -1.979 -0.926
O 6.878 -1.234 -0.483
C 5.815 -2.113 -2.694
C 7.075 -2.883 -3.163
C 7.620 -3.815 -2.066
C 8.633 -4.852 -2.591
C 8.102 -6.266 -2.854
C 9.299 -7.237 -2.981
Br 9.341 -8.463 -1.441
C 6.474 -4.397 -1.263
F 5.497 -4.910 -2.096
O 5.906 -3.480 -0.357
H 5.764 -1.096 -3.071
H 4.940 -2.676 -3.016
H 6.888 -3.408 -4.097
H 7.844 -2.126 -3.317
H 8.159 -3.164 -1.376
H 9.504 -4.873 -1.936
H 9.002 -4.477 -3.551
H 7.558 -6.310 -3.797
H 7.486 -6.651 -2.049
H 10.250 -6.720 -2.924
H 9.228 -7.888 -3.844
H 6.827 -5.233 -0.659
C 1.924 -0.801 0.730
O 0.700 -1.471 0.393
C -0.301 -0.660 0.062
O -0.265 0.540 0.025
O -1.361 -1.420 -0.235
C -2.525 -0.682 -0.621
H 2.643 -1.571 0.972
H 2.290 -0.225 -0.114
H 1.779 -0.157 1.596
H -2.338 -0.094 -1.517
H -2.855 -0.034 0.189
H -3.305 -1.408 -0.834
C 12.910 -0.906 2.483
O 11.600 -1.446 2.312
C 10.654 -0.526 2.097
O 10.834 0.662 2.041
O 9.491 -1.152 1.957
C 8.372 -0.287 1.717
H 13.572 -1.751 2.647
H 13.225 -0.368 1.590
H 12.945 -0.246 3.348
H 8.508 0.268 0.794
H 8.235 0.396 2.555
H 7.505 -0.920 1.629
C -4.555 -0.089 2.845
O -5.506 0.413 1.902
C -6.092 1.550 2.267
O -5.887 2.153 3.291
O -6.945 1.908 1.314
C -7.650 3.124 1.584
H -4.153 -1.008 2.428
H -3.741 0.621 2.986
H -5.030 -0.307 3.799
H -6.959 3.958 1.679
H -8.251 3.026 2.486
H -8.307 3.301 0.738
C -6.308 3.457 5.652
O -7.070 4.172 6.642
C -6.452 4.334 7.805
O -5.348 3.945 8.086
O -7.268 5.008 8.623
C -6.723 5.253 9.919
H -6.924 3.402 4.770
H -5.392 3.994 5.419
H -6.080 2.453 5.999
H -5.819 5.855 9.849
H -6.509 4.316 10.430
H -7.480 5.801 10.473
C -8.973 7.913 -0.970
O -9.105 7.091 0.192
C -9.997 7.537 1.078
O -10.663 8.531 0.969
O -10.020 6.686 2.103
C -10.939 7.038 3.141
H -8.224 7.439 -1.598
H -9.916 7.968 -1.511
H -8.638 8.912 -0.698
H -11.958 7.057 2.761
H -10.680 8.002 3.573
H -10.851 6.267 3.901
C -2.701 -5.770 -5.139
O -2.080 -5.932 -3.863
C -1.342 -4.892 -3.476
O -1.174 -3.876 -4.102
O -0.824 -5.160 -2.284
C -0.019 -4.098 -1.753
H -3.263 -6.680 -5.325
H -3.382 -4.921 -5.130
H -1.952 -5.642 -5.918
H -0.613 -3.200 -1.619
H 0.831 -3.900 -2.404
H 0.343 -4.428 -0.785
C -2.270 3.831 -5.603
O -1.418 2.695 -5.753
C -1.822 1.616 -5.081
O -2.808 1.545 -4.394
O -0.949 0.638 -5.300
C -1.266 -0.588 -4.632
H -1.828 4.627 -6.195
H -3.269 3.615 -5.976
H -2.319 4.140 -4.560
H -2.224 -0.975 -4.972
H -1.281 -0.442 -3.554
H -0.487 -1.301 -4.883
```

Results of the Löwdin charge analysis, in e, for atoms 1 through 6: -0.254, 0.674, -0.268, -0.188, -0.144, -0.256

3.
The following is a quantum chemistry calculation of C28H54F3O26Rb as an isolated structure at a distorted geometry, from the Open Molecules 2025 dataset.

Calculated values
Relative energy (zero: lowest compared OMol25 entry of this formula, charge and spin) ... 571.66 kJ/mol
Net charge ... 0
LUMO ... -1.76 eV
E_HOMO ... -0.211 hartree
Multiplicity ... 1

Geometry as XYZ:
```
112
C28H54F3O26Rb, DFT wB97M-V/def2-TZVPD
Rb -12.073 12.340 12.925
C -11.370 16.043 17.231
O -10.682 16.239 15.996
O -12.088 14.798 17.078
C -10.448 16.327 18.521
F -9.697 17.451 18.436
F -11.195 16.504 19.619
F -9.630 15.290 18.806
C -10.634 17.564 15.438
C -9.720 17.411 14.142
H -9.249 18.364 13.902
H -8.861 16.775 14.360
H -10.257 16.922 13.328
H -10.047 18.275 16.019
H -11.604 17.928 15.098
H -12.117 16.836 17.206
C -7.747 9.068 23.881
O -6.978 8.207 23.089
C -6.794 6.959 23.493
O -7.165 6.451 24.564
O -6.239 6.291 22.490
C -5.772 4.912 22.541
H -8.006 9.962 23.312
H -7.245 9.483 24.755
H -8.619 8.610 24.347
H -4.952 4.796 21.833
H -6.495 4.282 22.023
H -5.586 4.515 23.539
C -17.285 16.699 9.404
O -17.064 18.079 9.326
C -15.966 18.625 9.768
O -15.079 18.082 10.443
O -15.985 19.965 9.469
C -14.825 20.718 9.508
H -18.346 16.579 9.185
H -16.983 16.392 10.405
H -16.701 16.061 8.740
H -14.001 20.208 9.008
H -14.539 20.916 10.541
H -15.012 21.556 8.836
C -19.463 18.758 15.902
O -20.560 18.860 14.919
C -21.202 17.754 14.685
O -20.829 16.665 15.024
O -22.300 18.045 13.920
C -23.185 17.078 13.566
H -18.720 19.508 15.633
H -18.868 17.845 15.902
H -19.760 19.120 16.886
H -23.749 16.813 14.460
H -22.663 16.182 13.232
H -23.896 17.417 12.813
C -4.236 14.607 30.903
O -5.292 14.895 29.965
C -5.041 15.622 28.809
O -4.000 16.145 28.489
O -6.203 15.684 28.119
C -6.229 16.375 26.890
H -3.236 14.534 30.475
H -4.418 13.656 31.403
H -4.239 15.348 31.702
H -5.788 15.718 26.141
H -5.717 17.336 26.855
H -7.305 16.499 26.765
C -4.519 13.330 11.318
O -4.451 13.055 12.765
C -5.444 12.487 13.476
O -6.536 12.148 12.937
O -5.165 12.505 14.798
C -6.163 11.897 15.693
H -5.210 14.153 11.133
H -4.866 12.520 10.677
H -3.525 13.608 10.968
H -7.183 12.132 15.387
H -5.831 12.234 16.675
H -6.033 10.815 15.656
C -14.162 8.009 21.579
O -15.068 7.042 21.987
C -16.393 7.153 21.849
O -17.018 8.210 21.715
O -16.844 5.907 21.914
C -18.264 5.546 21.932
H -14.272 8.309 20.536
H -13.129 7.767 21.831
H -14.440 8.936 22.080
H -18.623 5.822 22.923
H -18.399 4.487 21.714
H -18.684 6.225 21.189
C -12.069 23.491 19.317
O -12.303 24.658 18.567
C -12.243 24.677 17.340
O -12.141 23.714 16.546
O -12.244 25.969 16.996
C -11.902 26.439 15.710
H -11.002 23.325 19.463
H -12.513 22.605 18.864
H -12.645 23.530 20.242
H -11.998 27.525 15.698
H -12.496 26.071 14.873
H -10.869 26.139 15.538
C -3.438 17.766 19.281
O -2.407 17.091 19.972
C -1.846 17.706 21.017
O -2.102 18.809 21.455
O -0.860 16.968 21.403
C 0.078 17.437 22.337
H -4.210 18.143 19.952
H -3.795 17.150 18.456
H -2.908 18.611 18.843
H 1.038 17.497 21.824
H 0.072 16.683 23.124
H -0.194 18.402 22.764
```

Results of the Löwdin charge analysis, in e, for atoms 1 through 6: 0.911, -0.442, -0.146, -0.320, -0.537, 0.103